The following is a DFT calculation (ωB97M-V/def2-TZVPD) of a 13-piece molecular cluster, C70H164N2O2 overall.

DFT total energy   -3025.235955 Eh
Max |F|   0.0753 hartree/bohr
Spin multiplicity   1
Molecular weight   1066.09 Da
Net charge   0

```
238
Properties=species:S:1:pos:R:3:forces:R:3:lowdin_charge:R:1
O -2.15422 0.96909 -7.35330 0.1888 0.2927 -1.1754 0.0079
O -1.23772 -1.75540 -3.81535 0.9676 1.4057 -0.1092 0.0077
N -2.55048 0.26537 -5.33871 1.2496 -0.8987 1.8808 0.1791
N -0.34379 -3.64161 -4.56226 1.9473 -2.2728 -2.3550 0.1996
C 4.21676 -2.69854 3.73411 0.3668 -0.5039 0.7311 -0.2321
C -3.84297 -0.90861 -0.31637 1.2406 0.6670 -1.3690 -0.0639
C -2.36022 -0.61346 -0.76854 -0.3610 -1.2658 2.2686 -0.2473
C 6.61786 -3.16476 2.85739 -0.7257 -0.1390 -0.6441 -0.0903
C -6.34788 -1.95623 -4.50405 -0.4372 0.9057 0.4691 -0.1956
C 3.02747 1.02419 3.80816 0.4937 0.2174 0.0988 -0.1002
C -3.01560 5.66032 1.80251 1.2953 0.9904 1.2855 -0.1321
C -4.79775 3.73151 0.26614 -0.2686 0.8185 1.2835 -0.2126
C 2.02420 -2.81158 -1.52382 0.7914 0.4956 0.2188 -0.2334
C 7.15140 2.42083 2.13320 -1.4501 -2.3992 0.1546 -0.2047
C 4.56606 4.92847 -3.26842 -1.6578 1.9664 2.2668 -0.2179
C -0.20935 0.48264 -6.17134 1.0361 -1.1909 1.8165 -0.0036
C -1.53176 1.48333 4.52192 0.1200 0.7555 1.4247 -0.2277
C 4.80045 -0.77707 -1.88786 2.5962 1.3001 1.2443 -0.2796
C -1.99310 -3.65866 -2.78254 -0.0900 -1.7066 0.1198 0.0112
C 3.14121 7.33690 2.30206 -0.3528 0.3516 1.5530 -0.2051
C 6.25567 -0.55784 -2.40659 -0.7384 0.1121 -0.2510 -0.0926
C 1.73759 5.19813 2.64918 -1.8863 0.5737 -0.5357 -0.2218
C -0.76866 -5.21010 0.16076 -0.4968 0.2426 -0.0668 -0.1904
C -5.67593 2.61324 -0.24808 -0.6091 -0.3103 0.0089 -0.2814
C 3.32227 -1.49447 3.71397 0.1259 0.6738 1.6339 -0.2217
C -7.12604 3.07848 -0.54106 1.1188 -0.1892 -0.5070 -0.0935
C -5.20062 4.35921 1.65480 -0.6225 -1.1343 -0.7888 -0.2090
C -7.09491 -1.69354 -1.97618 -2.0649 -0.5546 0.1029 -0.2387
C -2.69681 -0.63939 4.01052 0.1277 -1.4432 -0.2890 -0.2815
C 0.70691 1.60404 0.65477 -0.6773 -1.9115 -1.5383 -0.2407
C 3.96771 -1.68300 -2.68851 -0.3056 0.0235 -1.1308 -0.2329
C -1.68136 2.99008 4.68069 2.0271 1.3555 0.9081 -0.2314
C -5.27593 -7.42329 0.59972 0.4192 1.7485 -0.6206 -0.2028
C 4.05029 -0.14380 3.77310 -0.6895 1.4056 -2.1199 -0.2409
C -7.10192 -1.05288 -3.39997 1.6763 -0.6245 0.4885 -0.1816
C -5.88361 -9.55755 -0.74804 -1.3863 1.4003 -1.4723 -0.2653
C -7.38007 -9.43079 -0.38205 0.4217 -1.1702 0.1650 -0.1058
C -0.11271 0.60655 -0.29825 -0.8889 0.2106 1.7925 -0.1509
C 2.15798 1.62660 0.25945 0.2651 -0.7340 -0.5010 -0.1354
C -2.60955 -1.41281 5.34654 0.1310 0.4238 -0.0014 -0.0928
C 2.71439 5.96044 1.80030 2.0146 0.7775 -0.1076 -0.2396
C -1.69042 0.43407 0.07560 2.0423 2.6201 -1.1015 -0.2005
C -5.18228 -1.59559 -6.86625 -0.0119 -1.1268 0.1923 -0.1128
C 2.47166 -1.58290 -2.33695 0.4744 -0.8079 -0.5349 -0.1875
C 8.33610 1.01275 0.09113 1.4611 0.5106 1.4228 -0.2302
C 8.26199 1.49392 1.56756 0.3731 1.3649 0.4280 -0.2099
C 3.86092 7.33582 3.71684 -0.8052 0.2221 -0.4714 -0.2305
C -2.84446 0.84496 4.08271 1.0976 0.4649 0.1306 -0.2251
C -6.24985 -1.17312 -5.83890 0.6285 -0.6090 0.4870 -0.2571
C 4.67720 3.45393 -3.37113 0.7336 -0.9138 -1.9134 -0.2733
C -1.41642 -7.63133 0.80027 0.4065 0.3352 -0.1048 -0.1156
C 9.79329 0.41899 -0.06814 -1.3775 -0.3005 0.2630 -0.0972
C -4.91155 -8.79602 0.10819 0.9477 -1.4931 1.4369 -0.2616
C 3.20834 5.43460 -2.51557 1.4467 0.1921 -1.9009 -0.1881
C -5.44349 -4.87883 -0.07738 0.9729 -1.3692 0.0331 -0.0942
C -1.26016 -3.74139 2.25273 1.1349 0.1482 0.7411 -0.2303
C -0.30373 -6.60046 0.63848 -0.1466 -0.1923 -0.1218 -0.2469
C 6.12579 3.03175 -3.72405 -0.0650 -0.3278 -0.0137 -0.0940
C 2.94210 -2.89667 -0.27396 -0.2075 -0.5535 -0.3445 -0.1079
C -5.15551 -6.33810 -0.53021 -1.5950 0.2069 0.0097 -0.2346
C 5.13253 -2.82726 2.55252 0.9660 1.0209 -1.3091 -0.2646
C -1.67785 0.55228 -6.30787 -1.6193 1.7466 -2.8335 -0.6184
C 0.01382 -2.85884 1.94620 -0.8936 -0.9648 1.6343 -0.0630
C -4.48286 5.62550 2.05755 -0.9253 -0.4451 -1.1891 -0.2759
C -1.08708 -2.95773 -3.75050 -3.2020 1.4039 1.6696 -0.6060
C 4.03421 8.77547 4.23782 -0.3711 0.0027 -0.1907 -0.1139
C -8.23820 -2.75503 -1.77485 0.4944 -0.4287 -0.9639 -0.1036
C 1.88876 5.08446 -4.73756 1.3218 1.0523 0.4323 -0.0924
C -0.63583 3.72698 5.63917 -0.0999 -0.8898 -0.2887 -0.0983
C 6.26672 3.99391 0.22730 0.6915 -0.6314 1.0394 -0.0862
C 1.96350 4.93370 -3.21145 -0.4514 -1.4615 0.2186 -0.2868
C -1.78030 -4.40972 1.03110 0.0445 -0.2999 -0.8865 -0.2254
C 6.02964 2.78884 1.20065 -1.5544 2.4878 -1.0982 -0.2633
C 0.38108 5.97600 2.90174 0.0980 -1.6938 0.2625 -0.0765
H 4.28588 -2.72499 -2.72183 0.2004 -0.1167 0.4819 0.1176
H 2.51994 -3.56228 0.47894 -0.0798 0.4330 0.3010 0.0541
H -6.21338 -7.45649 1.15486 -0.5795 0.2172 -0.6629 0.1063
H -2.26768 -0.37646 -1.82843 -0.0655 -0.3315 0.0905 0.1033
H -6.09740 -2.07552 -1.75901 -0.1940 -0.1786 0.0105 0.0583
H 1.93270 -1.42833 -3.27169 -0.4640 -0.1377 0.1578 0.0978
H 3.83804 9.46282 3.41492 0.6079 0.1925 -0.1059 0.0608
H 7.24503 3.80033 -0.21263 -0.0750 0.6478 -0.5151 0.0583
H -1.47110 3.36659 3.67962 -0.7441 0.5428 -0.0492 0.0743
H -4.79154 4.43442 -0.56691 0.2148 0.5976 0.2316 0.1140
H 4.19044 2.93518 -2.54525 0.4569 -0.0778 0.2782 0.0969
H -0.95184 -8.61564 0.85862 -0.1683 -0.0941 0.3256 0.0735
H 1.66481 4.27147 2.07989 -0.9145 -0.2949 0.1991 0.0812
H -2.04341 -7.44889 1.67302 -0.3266 -0.1345 -0.2977 0.0720
H -2.00826 -4.73182 -2.97280 0.1047 -0.2444 0.0446 0.0769
H -2.35861 5.02086 2.39203 -0.3246 -0.5549 -0.1511 0.0437
H -0.63358 1.33272 3.92301 -0.3022 -0.3929 -0.6541 0.1044
H 10.55455 1.19318 0.02780 -0.1987 0.2123 -0.4496 0.0688
H 2.50029 6.04865 0.73518 -1.1193 -0.0018 0.0311 0.0989
H -4.19600 -1.87093 -0.68706 0.0163 0.0852 -0.3042 0.0333
H 0.75582 -3.61725 1.69648 0.2100 0.5568 -0.6650 0.0504
H 7.50347 0.31672 -0.01066 0.4102 -0.2647 -0.4241 0.0808
H -2.07446 1.42639 -0.16087 -0.4799 0.2413 -0.0685 0.0946
H -1.78614 -1.48928 -0.46611 0.2192 -0.5646 -0.8590 0.0692
H 9.11321 2.08232 1.91007 0.9323 -0.6047 -0.6635 0.1013
H -8.06766 -0.62378 -3.66703 -0.2262 -0.6139 -0.3199 0.1080
H -6.43285 -4.82078 0.37639 0.2091 0.3227 0.1424 0.0731
H -2.61353 3.33119 5.13103 -0.4669 -0.3181 -0.7317 0.1056
H 6.23094 1.99667 -4.04911 -0.2700 -0.4073 0.7572 0.0477
H -4.75064 -9.47913 0.94219 0.1764 0.2738 0.6930 0.1094
H -3.77113 3.42027 0.45923 0.1238 -0.3086 -0.5014 0.0905
H -1.64367 -1.32776 5.84448 0.2977 0.1799 -0.3171 0.0637
H -1.70558 -3.55761 -1.73601 0.0805 0.4645 -0.2297 0.0511
H 4.74118 0.11167 4.57653 -0.1619 -1.0641 0.6181 0.1124
H 2.31101 -0.71631 -1.69561 -0.0774 0.1503 -0.1393 0.0804
H 2.04819 4.89067 3.64773 0.6730 0.2503 -0.0923 0.0974
H -3.03096 -3.35124 -2.91073 0.2036 0.4726 -0.0168 0.0885
H 1.78487 6.16411 -4.84554 -1.0468 0.0728 -0.6759 0.0752
H -1.23478 1.05482 5.47915 -0.1609 -0.1488 0.3289 0.1072
H -6.27340 4.50732 1.77852 -0.1975 0.2761 -0.4627 0.0913
H 2.81338 -1.43653 4.67614 -0.5640 -0.6242 0.1451 0.1110
H -0.87535 3.51310 6.68080 -0.1202 -0.0130 0.0685 0.0620
H -1.83144 0.38493 1.15532 0.1446 -0.6903 0.0864 0.0901
H 0.40539 2.63577 0.47389 -0.8191 -0.0676 0.8929 0.1044
H -0.01594 -0.23238 -5.37169 0.3387 -0.1904 0.1568 0.0464
H 3.20413 6.52133 -2.59986 0.2346 0.2167 0.2901 0.1004
H -4.64781 -6.98547 1.37552 0.7650 -0.7194 0.2158 0.0930
H -2.62814 -5.04403 1.28980 -0.0211 -0.2016 0.0058 0.0905
H 5.07841 -1.85349 2.06576 0.4638 0.2973 -0.1350 0.0785
H 0.95487 -2.72207 -1.33244 -0.0385 0.0300 0.5264 0.0763
H 5.56555 2.03687 0.56246 0.5664 -0.8459 0.4029 0.0968
H -3.28975 -1.01907 6.10179 -0.4629 -0.1739 -0.1631 0.0700
H 4.14747 3.13807 -4.26987 -0.6189 -0.1140 0.0671 0.1026
H 7.12028 -2.44091 3.49904 -0.3873 -0.1750 0.5317 0.0671
H 3.28669 -1.92984 0.09291 -0.7243 0.0688 0.4476 0.0565
H -0.23892 6.27310 2.05591 0.7994 0.6344 -0.3791 0.0623
H -0.10332 -2.01722 1.26352 -0.1035 -0.4636 -0.4505 0.0580
H 0.53189 6.73978 3.66463 0.0244 0.4034 -0.4517 0.0740
H 0.05638 0.88684 -1.33794 -0.3631 0.0245 -0.1321 0.1045
H 0.07894 -4.58345 -0.11671 0.2372 0.0549 0.3344 0.0799
H 2.26102 7.95128 2.49155 -0.7333 -0.3332 0.4107 0.0920
H -5.33031 -2.15610 -4.16834 0.0575 -0.0801 0.4617 0.0871
H 0.63906 1.13208 1.63495 -0.4935 0.9214 0.4336 0.0795
H -8.41693 -3.20987 -2.74916 -0.0153 -0.5970 0.1019 0.0570
H -7.40575 -1.04331 -1.15845 0.8513 1.0210 -0.2963 0.0915
H 1.88785 3.89735 -2.88226 -0.2238 -0.4267 -0.3821 0.0850
H 3.60143 5.33567 1.69584 0.5109 -0.1252 0.3838 0.0898
H -6.47476 -0.16675 -3.30234 0.2099 0.1990 -0.1211 0.0858
H 5.38816 5.32666 -2.67370 0.1866 0.0067 0.1450 0.0949
H -4.16538 -6.33542 -0.98598 0.1765 -0.3907 0.1291 0.0920
H -5.80047 1.77669 0.43951 0.4089 -0.0606 0.3103 0.0977
H 2.53225 -1.62209 2.97392 0.2119 0.6818 -0.4232 0.0950
H 4.70058 0.00299 2.91074 -0.0661 -0.0482 -0.4328 0.0788
H 3.89110 -3.37276 -0.52059 0.0325 -0.1662 -0.3997 0.0702
H -5.87035 -6.55534 -1.32388 0.0189 -0.2755 -0.2552 0.0948
H 0.33002 0.11826 -7.04565 -0.5020 0.3339 -0.2024 0.0904
H -2.08259 -3.30575 2.82013 0.0583 0.7488 -0.2868 0.0876
H -5.14471 2.21782 -1.11385 -0.3559 -0.1648 -0.3057 0.0923
H 8.24903 1.80444 -0.65301 -0.3239 0.1319 0.1220 0.0853
H 0.11049 -3.19573 -5.34642 -0.0516 0.4497 0.2851 0.1265
H 2.16271 -3.76949 -2.02513 -0.0839 0.0967 -0.5448 0.1031
H -0.55264 -4.60738 -4.77149 0.0721 0.0202 0.5598 0.1193
H -7.72135 2.26189 -0.94957 -0.1860 -0.1751 0.5738 0.0605
H -4.32894 -0.08388 -0.83767 -1.0510 -0.2089 0.5353 0.0547
H -8.03966 -3.51426 -1.01838 0.4342 -0.1241 -0.2029 0.0458
H -6.84289 -2.91467 -4.66041 -0.0612 -0.0806 0.1064 0.0996
H 5.18357 3.20377 1.74846 -0.2283 -0.5168 0.6723 0.0757
H 7.24609 -3.14333 1.96690 -0.2627 -0.1454 -0.3507 0.0601
H -2.12207 -0.37671 -4.68733 -0.8378 -0.1582 0.7006 0.0455
H 3.61584 -3.59812 3.86732 0.0473 -0.1212 0.2232 0.1122
H -5.58609 -2.25864 -7.63137 0.0626 -0.4457 0.2550 0.0651
H 2.16319 1.89567 -0.79681 0.5739 0.6287 -0.0301 0.0660
H 6.70328 1.72847 2.84590 -0.6836 -0.0417 0.1783 0.0813
H -2.71531 5.65219 0.75472 -0.2296 -0.1965 0.0266 0.0838
H -4.63965 -0.86262 -7.46324 -0.4467 0.7558 0.4047 0.0621
H -0.34097 5.30449 3.36628 0.2408 -0.3626 0.3494 0.0165
H 3.50275 8.03058 1.54299 1.3346 -0.5831 -0.1786 0.1044
H -2.75355 -2.48429 5.20763 -0.2806 0.0542 -0.0195 0.0609
H -7.90137 -8.62179 -0.89378 0.2306 0.4001 0.6260 0.0714
H -3.53265 0.22400 -5.57053 0.3670 -0.0291 -0.1092 0.0899
H -7.93142 -10.31610 -0.69882 0.1387 -0.2036 -0.2258 0.0605
H 4.97326 -1.11250 -0.86525 -0.3211 -0.0771 0.2658 0.0904
H 2.73958 2.26456 0.92492 0.1413 0.2649 -0.3773 0.0562
H -5.61333 -10.60781 -0.85759 0.2309 0.1786 -0.0130 0.1073
H 7.45984 3.15771 2.87480 0.4425 0.7465 -0.8861 0.1138
H -7.45826 -9.48056 0.70400 -0.4278 0.6681 0.0971 0.0698
H 2.22263 1.04807 3.07347 -0.1301 -0.8010 0.0899 0.0392
H -3.45886 -1.04969 3.34792 -0.5039 -0.1929 0.3481 0.0934
H 4.85671 -2.55623 4.60492 0.0144 -0.3814 0.3200 0.1112
H -4.02115 -0.93758 0.75858 0.2623 0.4591 0.0144 0.0670
H 4.25891 -1.33812 -3.68066 -0.9596 -0.0536 -0.6544 0.1091
H -3.94961 -8.83294 -0.40310 0.1207 0.3997 -0.0873 0.0955
H -4.40438 -2.08809 -6.28279 0.2417 -0.4603 -0.2802 0.0561
H -5.31665 -4.16759 -0.89356 -0.3124 -0.0794 -0.1058 0.0498
H -9.21986 -2.38779 -1.47556 0.1804 0.7976 -0.0588 0.0642
H -1.30528 -5.24982 -0.78717 0.0804 -0.8956 -0.1490 0.0704
H 8.23146 0.59983 2.19027 0.2873 -0.1421 -0.1493 0.0980
H 0.29875 -0.39389 -0.16436 0.4086 -0.0988 -0.0831 0.0689
H -4.80144 6.42464 1.38824 -0.7149 0.1434 0.0487 0.1090
H -0.58963 4.81044 5.52926 -0.5441 0.0197 -0.1685 0.0504
H 4.35923 0.21522 -1.79417 -0.4131 0.0133 -0.1356 0.0988
H 3.26211 9.07196 4.94780 -0.0265 -0.3313 0.2698 0.0650
H 1.10065 5.40409 -2.73993 -0.1733 0.1467 -0.1353 0.1017
H 4.61757 5.48547 -4.20395 0.0379 -0.3939 -0.2087 0.1017
H 2.63680 1.05879 4.82516 -0.4247 0.1842 -0.0926 0.0712
H 1.22849 4.43943 -5.31729 -0.4566 0.4233 0.4315 0.0709
H -7.17140 3.81501 -1.34329 0.1729 0.4429 0.2312 0.0701
H -4.82165 5.90735 3.05449 0.5057 0.0333 0.1724 0.1116
H 4.75937 6.73220 3.84548 0.3647 0.2013 -0.7784 0.0964
H 2.85708 5.00832 -5.23218 0.2916 -0.6953 0.2588 0.0503
H 4.74767 -3.44079 1.73793 -0.0291 -0.5977 0.3357 0.0866
H 6.84546 3.26790 -2.94021 0.0370 -0.1023 0.0296 0.0611
H -7.25556 -1.37653 -6.20668 -0.0658 1.5661 -0.5743 0.1080
H -1.79968 -0.89273 3.44565 0.3613 0.1813 -0.0698 0.0829
H 6.47464 3.47662 -4.65597 -0.1921 0.8785 0.1156 0.0733
H 6.64132 -4.18919 3.22900 0.3831 0.1252 0.4231 0.0696
H 3.19159 6.81042 4.39805 -0.3361 -0.0042 -0.0218 0.0851
H 6.36843 -0.21606 -3.43545 -0.6049 -0.5752 -0.4892 0.0546
H 6.76150 -1.51531 -2.28212 0.6110 0.3313 0.0339 0.0795
H 4.99827 8.96090 4.71143 -0.0063 0.0857 -0.2283 0.0652
H -5.78975 -9.02736 -1.69577 -0.0658 -0.6789 -0.7018 0.0943
H -1.92247 -7.60924 -0.16489 -0.7418 -0.1052 0.2958 0.0635
H -3.13565 1.25810 3.11698 -0.1845 0.0168 -0.0894 0.1026
H 0.25033 1.39666 -5.79537 -0.3032 0.2678 -0.3170 0.0838
H 6.26167 4.89916 0.83442 0.4794 0.1878 -0.1098 0.0660
H -3.57958 1.14208 4.83066 -0.2895 -0.0493 -0.0885 0.1168
H -2.77906 6.64602 2.20320 0.6632 0.3102 -0.3048 0.0746
H 0.41257 -2.42032 2.86097 -0.2157 0.0695 0.2572 0.0546
H -5.04817 3.54138 2.35908 0.5022 -0.0326 0.3597 0.1034
H 2.62318 0.64087 0.26423 0.0019 -0.2444 0.3092 0.0584
H 0.40754 3.43429 5.52163 0.0445 -0.4390 -0.3247 0.0547
H -4.60878 -4.69536 0.59916 -0.4888 0.6012 0.5754 0.0425
H 0.29352 -7.12891 -0.10458 0.5633 0.7852 -0.3610 0.1001
H 6.72311 0.30767 -1.93704 0.1631 -0.5537 0.7356 0.0385
H 5.47048 4.14511 -0.50157 0.1216 -0.4209 -0.1749 0.0493
H 0.32450 -6.56321 1.52845 -0.0396 0.2749 0.1640 0.1034
H -5.87082 -0.20524 -5.51080 -1.3225 0.7049 -0.2746 0.0926
H 3.49635 1.98580 3.59949 0.4399 0.0804 0.3235 0.0572
H -0.96966 -4.54576 2.92853 0.5548 -0.0412 0.2443 0.1054
H -7.47993 3.48904 0.40461 -0.6207 -0.0899 -0.3564 0.0602
H -2.19547 -3.61827 0.40713 -0.1356 0.0369 -0.3554 0.0844
H 9.87801 -0.15205 -0.99271 0.2647 0.1622 -0.0420 0.0613
H 10.02044 -0.24414 0.76659 -0.1972 -0.2886 -0.0131 0.0613
H 3.13700 5.16054 -1.46300 0.3994 -0.0740 0.0203 0.0830
```
Forces are in eV/Å.